# 1
{"formula": "C34H31Ge2IrN4O4S", "method": "ωB97M-V/def2-TZVPD", "species": ["Ir", "Ge", "Ge", "S", "O", "O", "O", "O", "N", "N", "N", "N", "C", "C", "C", "C", "C", "C", "C", "C", "C", "C", "C", "C", "C", "C", "C", "C", "C", "C", "C", "C", "C", "C", "C", "C", "C", "C", "C", "C", "C", "C", "C", "C", "C", "C", "H", "H", "H", "H", "H", "H", "H", "H", "H", "H", "H", "H", "H", "H", "H", "H", "H", "H", "H", "H", "H", "H", "H", "H", "H", "H", "H", "H", "H", "H", "H"], "coordinates": [[-0.93629, 0.28118, -0.75578], [1.53936, -0.42070, -0.60182], [0.70144, -2.46517, 0.76911], [-0.01687, 1.16912, 2.31519], [-2.27321, -1.12959, -0.16411], [-3.77549, -2.50637, -1.08676], [1.42539, 1.04887, -4.15755], [0.81478, 0.99593, -2.00122], [-1.22717, 1.23890, 1.10278], [-2.87193, 2.19345, 2.50755], [-1.11576, -0.67493, -2.49553], [-2.74874, 1.49220, -1.01257], [-2.19558, 2.10441, 3.73385], [-4.58748, 2.39975, 0.20081], [4.77902, -0.69727, -3.23911], [4.23185, -2.97498, -2.71113], [-4.70056, 2.18517, -2.17606], [4.09823, 1.52827, 2.09938], [-0.73422, -0.86920, -4.80696], [3.72360, -0.26153, -2.45648], [2.90488, -1.17525, -1.79110], [-2.83589, -1.76254, -1.18123], [-5.29444, 2.54927, -0.97924], [0.69784, 0.65707, -3.29094], [3.17067, -2.53505, -1.93341], [2.45672, 0.98310, 0.41006], [-2.40578, 1.74802, 1.31870], [3.76136, 2.87110, 2.00122], [-0.86662, 1.92388, 6.15764], [-2.13911, -1.53350, -2.53440], [-0.23427, 1.52519, 4.98892], [-1.78564, -1.77703, -4.88096], [2.14165, 2.33520, 0.30695], [5.03786, -2.05516, -3.36441], [-2.82959, 2.50285, 4.89976], [0.09421, -3.73103, -0.60330], [-0.89693, 1.61559, 3.77479], [-0.69040, -2.34429, 2.13186], [3.45599, 0.59460, 1.30027], [-3.42561, 1.65192, -2.14424], [2.79346, 3.27368, 1.09310], [-2.16319, 2.41310, 6.11288], [-2.49949, -2.11797, -3.73271], [2.38091, -2.94734, 1.68463], [-3.29834, 1.88011, 0.15173], [-0.42063, -0.32880, -3.57207], [-0.34162, 1.85211, 7.09933], [4.87259, 1.21119, 2.78513], [4.42632, -4.03498, -2.80729], [-0.30182, -1.93457, 3.06254], [0.69572, -3.74013, -1.51091], [2.55016, -3.27562, -1.44412], [2.54514, 4.32263, 0.99685], [-3.32737, -2.81250, -3.74080], [0.78185, 1.15270, 5.02070], [-1.01803, -3.37087, 2.30911], [1.39109, 2.66706, -0.39877], [-3.79144, 2.59526, 2.53936], [0.09880, -4.73463, -0.17392], [5.86494, -2.39510, -3.97294], [2.55129, -2.25342, 2.50652], [-2.05464, -2.21199, -5.83293], [3.53918, 0.80249, -2.36042], [-0.15119, -0.57655, -5.66849], [-0.93555, -3.49353, -0.86060], [3.25254, -2.95521, 1.03754], [3.75022, -0.44719, 1.37128], [-2.66163, 2.72587, 7.01870], [-2.92793, 1.32744, -3.04974], [-3.84362, 2.88099, 4.86161], [-1.55227, -1.76923, 1.79757], [-6.29774, 2.95075, -0.96065], [2.25149, -3.94570, 2.10849], [4.26536, 3.60280, 2.61795], [-5.21327, 2.30072, -3.11891], [5.40208, 0.02457, -3.74964], [-5.06066, 2.68040, 1.12936]], "mulliken_charge": [0.915, 0.826, 1.015, 0.176, -0.722, -0.680, -0.637, -0.891, -0.133, -0.026, 0.766, 0.064, -0.458, -0.799, -0.865, -0.970, -0.968, -0.817, -0.698, -0.311, 0.863, -0.095, -0.610, -0.341, -0.152, -0.164, 0.986, -0.584, -0.846, 0.781, -0.609, -0.730, 0.329, -0.537, -0.838, -1.052, 0.948, -1.157, -0.614, 0.120, -0.688, -0.571, -0.796, -1.280, 0.630, 0.750, 0.409, 0.453, 0.433, 0.364, 0.353, 0.237, 0.440, 0.629, 0.505, 0.510, 0.260, -0.002, 0.573, 0.407, 0.363, 0.479, 0.366, 0.627, 0.266, 0.395, 0.349, 0.403, 0.379, 0.420, 0.193, 0.460, 0.530, 0.421, 0.443, 0.431, 0.374], "lumo_energy_ev": [-3.6, -3.9], "mol_weight_g_mol": 929.15, "relative_energy_ev": 0.0000, "total_charge": 1, "orbital_gap_ev": [6.285, 6.314], "multiplicity": 2}

# 2
{"formula": "C17H22FN3O2", "method": "ωB97M-V/def2-TZVPD", "species": ["F", "O", "O", "N", "N", "N", "C", "C", "C", "C", "C", "C", "C", "C", "C", "C", "C", "C", "C", "C", "C", "C", "C", "H", "H", "H", "H", "H", "H", "H", "H", "H", "H", "H", "H", "H", "H", "H", "H", "H", "H", "H", "H", "H", "H"], "coordinates": [[0.09127, -4.91700, -4.51921], [1.45838, 1.75199, -0.76745], [-1.93108, 1.67512, 2.55930], [0.09738, 0.00782, -0.46287], [-1.60697, -0.00703, 1.12212], [-1.41216, -1.79785, -0.25594], [0.58203, 1.24632, -0.11063], [2.36909, 2.48362, 1.92538], [-0.42648, 3.33901, 0.77009], [-0.94194, -2.01438, -2.63534], [-0.98105, -0.65770, 0.08710], [-0.02581, 1.88855, 1.11823], [-0.59200, -2.81360, -3.70677], [-0.65420, -3.88240, -1.14014], [1.22959, 0.41785, 2.77023], [3.04989, 3.12941, 3.13453], [-0.97196, -2.53782, -1.33981], [2.41737, 4.46102, 3.52226], [-1.26787, 1.20482, 1.66740], [1.01781, 1.85300, 2.28376], [-1.49964, 3.38375, -0.31264], [-0.26121, -4.13579, -3.47525], [-0.28904, -4.68197, -2.20376], [3.01717, 2.44850, 3.98746], [1.57520, -0.22315, 1.96020], [2.93996, 4.89426, 4.37184], [0.31569, -0.00336, 3.18409], [-1.75720, 4.41649, -0.53379], [0.45160, 3.88023, 0.42145], [-0.69062, -4.28265, -0.13952], [-0.03357, -5.71994, -2.06128], [4.10050, 3.29904, 2.89051], [1.98503, 0.40613, 3.55212], [0.55955, 2.42387, 3.09660], [-0.57342, -2.42228, -4.71166], [2.25286, 3.24160, 1.15317], [-1.22988, -0.98639, -2.80453], [-2.40333, 2.87107, 0.01155], [2.47232, 5.16243, 2.69274], [-1.14271, 2.91978, -1.23048], [3.02047, 1.71118, 1.51221], [0.54660, -0.43834, -1.25601], [-0.80040, 3.81583, 1.67665], [1.37254, 4.33793, 3.79630], [-2.41760, -0.47882, 1.50663]], "mulliken_charge": [-0.327, -0.627, -0.641, 0.092, 0.101, -0.617, -0.465, -0.696, -1.026, -0.100, 0.337, 2.231, -0.614, -0.464, -1.572, -0.640, 0.030, -1.160, -0.438, -0.206, -1.378, 0.314, -0.543, 0.243, 0.292, 0.405, 0.365, 0.502, 0.434, 0.430, 0.412, 0.403, 0.455, 0.462, 0.429, 0.355, 0.488, 0.299, 0.277, 0.275, 0.402, 0.397, 0.495, 0.295, 0.294], "lumo_energy_ev": 0.7, "mol_weight_g_mol": 319.38, "relative_energy_ev": 0.0000, "smiles": "CCC[C@H](C)C1(CC)C(=O)NC(=Nc2ccc(F)cc2)NC1=O", "orbital_gap_ev": 9.245, "multiplicity": 1}